The following is a DFT calculation (ωB97M-V/def2-TZVPD) of a structure of composition C45H36GeN2S5Sn in a non-equilibrium geometry.

Structure (XYZ):
```
90
Properties=species:S:1:pos:R:3:lowdin_spin:R:1
Sn -0.898 0.134 0.380 0.00
S -1.745 -1.835 1.976 0.00
C -0.195 -2.633 2.457 0.00
C -0.142 -3.983 2.135 0.00
C 0.931 -4.774 2.482 0.00
C 2.034 -4.152 3.165 0.00
C 2.028 -2.798 3.448 0.00
C 0.896 -2.041 3.142 0.00
S 0.585 -0.357 3.579 0.01
C 2.197 0.510 3.509 0.01
C 2.678 1.252 2.172 0.02
C 3.727 2.303 2.542 0.01
C 4.309 3.305 0.612 0.02
C 3.671 2.774 -0.596 0.09
C 2.437 2.222 -0.773 0.02
C 2.165 1.737 -2.175 0.00
S 1.558 0.053 -2.246 0.00
C 3.093 -0.863 -2.081 0.00
C 3.868 -1.110 -3.238 0.00
C 5.004 -1.867 -3.170 0.00
C 5.518 -2.332 -1.899 0.00
C 4.827 -2.017 -0.748 0.00
C 3.614 -1.296 -0.847 0.00
S 2.631 -1.074 0.645 0.00
N 1.430 2.085 0.135 0.20
H -0.946 -4.405 1.590 0.00
H 1.000 -5.838 2.363 0.00
H 2.902 -4.745 3.443 0.00
H 2.880 -2.404 4.013 0.00
H 2.982 -0.174 3.756 0.00
H 2.097 1.165 4.342 0.00
H 4.061 2.249 3.615 0.00
H 5.020 4.048 0.338 0.00
H 4.265 2.845 -1.525 0.01
H 2.982 1.972 -2.895 0.00
H 1.387 2.353 -2.633 0.00
H 3.435 -0.907 -4.219 0.00
H 5.674 -2.046 -4.037 0.00
H 6.369 -2.982 -1.877 0.00
H 5.238 -2.378 0.189 0.00
S 3.245 3.990 2.004 0.01
C 4.843 2.134 1.480 0.01
C 4.576 0.781 0.956 0.00
C 3.410 0.336 1.275 0.00
C 1.473 1.893 1.455 0.19
C 0.304 2.271 2.271 0.12
C 0.343 2.945 3.539 0.04
C -0.744 3.237 4.284 0.03
C -2.038 2.847 3.782 0.11
C -2.020 2.184 2.540 0.00
N -0.937 1.896 1.853 0.09
H 5.820 2.438 1.902 0.00
H 5.290 0.272 0.291 0.00
H 1.299 3.272 3.941 0.00
H -0.757 3.838 5.224 0.00
H -3.001 3.046 4.241 0.01
H -3.002 1.835 2.172 0.00
C -3.844 2.869 -0.307 0.00
Ge -3.301 1.018 -0.578 0.00
C -4.896 -0.026 -0.201 0.00
C -4.901 -0.823 1.003 0.00
C -5.958 -1.705 1.315 0.00
C -7.007 -1.841 0.404 0.00
C -7.068 -1.064 -0.723 0.00
C -6.036 -0.170 -1.054 0.00
C -2.782 0.774 -2.548 0.00
C -2.463 1.862 -3.322 0.00
C -1.852 1.639 -4.661 0.00
C -1.635 0.378 -5.090 0.00
C -1.915 -0.781 -4.331 0.00
C -1.687 -2.068 -4.809 0.00
C -1.980 -3.171 -3.991 0.00
C -2.603 -2.976 -2.744 0.00
C -2.757 -1.705 -2.268 0.00
C -2.459 -0.529 -2.994 0.00
H -4.463 3.321 -1.104 0.00
H -2.929 3.482 -0.125 0.00
H -4.429 2.963 0.602 0.00
H -4.051 -0.738 1.706 0.00
H -5.849 -2.221 2.252 0.00
H -7.833 -2.574 0.624 0.00
H -7.889 -1.194 -1.405 0.00
H -6.129 0.428 -1.979 0.00
H -2.691 2.872 -3.004 0.00
H -1.682 2.526 -5.248 0.00
H -1.245 0.238 -6.073 0.00
H -1.370 -2.262 -5.822 0.00
H -1.889 -4.218 -4.284 0.00
H -2.786 -3.908 -2.183 0.00
H -3.292 -1.606 -1.336 0.00
```

Kohn-Sham gap (spin up / spin down)   4.92 / 6.15 eV
Net charge   -1
Multiplicity   2
E_LUMO (spin up / spin down)   2.40 / 2.39 eV

---

The following is a DFT calculation (ωB97M-V/def2-TZVPD) of the molecule C3H4INS in a non-equilibrium geometry.

Structure (XYZ):
```
10
Properties=species:S:1:pos:R:3:nbo_charge:R:1
C -0.164 1.419 0.058 -0.29
C -1.731 -0.897 -0.223 -0.74
C 1.556 -0.243 0.212 -0.05
N 1.026 0.894 0.097 -0.46
S -1.726 0.751 -0.138 0.63
I 3.667 -0.353 -0.027 0.08
H -0.220 2.492 0.122 0.21
H -0.899 -1.528 0.005 0.22
H -2.635 -1.337 -0.584 0.23
H 1.124 -1.197 0.479 0.18
```

Kohn-Sham gap (spin up / spin down)   7.09 / 7.23 eV
Energy above the lowest of the compared OMol25 structures with the same formula, charge and spin   57.7 kcal/mol
Multiplicity   1
E_LUMO (spin up / spin down)   -0.79 / -0.53 eV

---

The following is a DFT calculation (ωB97M-V/def2-TZVPD) of a cluster of 2 separate species, C4H5N3 in total in a non-equilibrium geometry.

Structure (XYZ):
```
12
Properties=species:S:1:pos:R:3:nbo_charge:R:1
N 1.937 -0.741 -2.015 -0.34
C 1.735 -0.197 -1.010 0.28
C 1.353 0.382 0.236 -0.58
C 1.596 1.643 0.574 0.51
N 1.895 2.753 0.971 -0.60
H 0.612 -0.216 0.776 0.32
H 1.319 3.574 0.776 0.40
C -2.382 -1.371 0.144 -0.02
N -1.115 -1.359 0.185 -0.63
H -3.005 -1.759 -0.675 0.16
H -2.906 -0.942 0.998 0.16
H -0.681 -1.736 -0.659 0.35
```

Kohn-Sham gap   10.09 eV
Energy above the lowest of the compared OMol25 structures with the same formula, charge and spin   71.6 kcal/mol
Multiplicity   1
E_LUMO   0.74 eV

---

The following is a DFT calculation (ωB97M-V/def2-TZVPD) of a structure of composition C28H55CaN9O5PS in a non-equilibrium geometry.

Structure (XYZ):
```
100
Properties=species:S:1:pos:R:3:mulliken_charge:R:1
Ca -13.219 -0.219 14.416 2.09
C -14.819 1.962 14.336 -0.19
C -15.596 0.920 13.773 0.19
C -15.886 -0.016 14.784 1.33
C -15.237 0.399 15.967 -0.28
C -14.602 1.647 15.704 1.95
C -14.041 2.630 16.685 -1.71
C -15.285 -0.342 17.266 -1.92
C -16.870 -1.136 14.614 -1.12
C -16.077 0.822 12.351 -1.58
C -14.400 3.237 13.617 -1.56
H -14.639 3.551 16.689 0.47
H -13.021 2.987 16.474 0.18
H -14.040 2.316 17.741 0.37
H -16.273 -0.825 17.427 0.47
H -15.099 0.280 18.129 0.48
H -14.540 -1.130 17.326 0.10
H -17.870 -0.737 14.474 0.40
H -16.884 -1.759 15.508 0.26
H -16.618 -1.765 13.736 -0.04
H -15.578 1.576 11.736 0.32
H -17.178 0.949 12.286 0.36
H -15.826 -0.152 11.945 -0.03
H -15.053 4.088 13.892 0.29
H -14.438 3.098 12.547 0.22
H -13.373 3.517 13.910 0.21
C -10.737 2.038 11.993 -0.77
S -11.686 0.816 11.041 0.50
C -12.494 1.930 9.869 -1.07
O -12.791 0.317 11.972 -0.74
H -9.908 2.374 11.383 0.54
H -10.387 1.516 12.883 0.02
H -11.334 2.891 12.289 0.30
H -11.692 2.482 9.387 0.47
H -13.110 2.644 10.397 0.22
H -13.085 1.356 9.154 0.35
N -9.241 -2.365 15.682 -0.05
C -9.488 -3.195 16.684 0.54
N -8.469 -3.925 17.191 -0.40
N -10.676 -3.320 17.273 -0.99
C -11.618 -2.623 16.636 0.41
N -12.394 -1.988 16.032 -0.23
H -8.367 -2.344 15.191 0.26
H -10.014 -1.969 15.163 -0.15
H -7.564 -3.918 16.734 0.20
H -8.618 -4.508 17.985 0.24
C -16.158 -4.100 10.200 -1.46
C -15.918 -3.723 11.647 0.06
O -14.505 -3.912 11.959 -0.01
P -13.945 -3.330 13.344 0.01
O -14.713 -4.404 14.268 -0.44
C -14.825 -4.120 15.679 0.94
C -16.087 -4.755 16.211 -1.65
O -12.396 -3.779 13.255 0.71
C -11.897 -5.070 13.659 -0.04
C -11.847 -6.036 12.506 -1.41
H -17.200 -3.855 9.995 0.44
H -16.010 -5.175 10.042 0.32
H -15.548 -3.523 9.539 0.30
H -16.521 -4.311 12.337 0.32
H -16.183 -2.694 11.808 0.06
H -14.841 -3.031 15.843 -0.55
H -13.944 -4.491 16.224 0.21
H -16.929 -4.521 15.531 0.32
H -16.347 -4.362 17.194 0.39
H -16.037 -5.850 16.273 0.40
H -12.504 -5.436 14.509 0.34
H -10.894 -4.875 14.058 0.05
H -12.838 -6.104 12.074 0.26
H -11.537 -7.020 12.860 0.42
H -11.154 -5.713 11.760 0.31
O -11.352 0.810 15.438 -0.15
C -11.018 0.955 16.631 0.13
C -9.656 1.408 17.068 -1.41
C -8.938 0.557 18.145 -0.03
C -9.452 0.637 19.578 -0.78
C -10.887 0.233 19.805 -0.69
C -11.808 1.107 18.993 -0.88
N -11.907 0.742 17.594 1.34
H -9.803 2.444 17.456 0.35
H -9.051 1.537 16.192 0.48
H -7.888 0.867 18.166 0.38
H -8.978 -0.471 17.775 -0.19
H -9.342 1.681 19.930 0.33
H -8.823 0.080 20.239 0.41
H -11.128 0.293 20.870 0.34
H -11.041 -0.811 19.542 0.28
H -11.521 2.172 19.080 0.43
H -12.842 1.063 19.341 0.51
H -12.837 0.483 17.274 -0.89
N -12.086 -2.559 10.273 -0.22
C -10.947 -3.276 10.210 0.70
N -10.808 -4.184 9.223 -0.39
N -9.921 -3.053 10.964 -0.77
C -10.048 -2.270 12.004 0.60
N -10.051 -1.593 12.953 -0.53
H -12.941 -2.992 10.022 0.21
H -12.150 -1.965 11.087 -0.28
H -11.444 -4.135 8.441 0.23
H -9.871 -4.517 9.000 0.28
```

Kohn-Sham gap   7.38 eV
Energy above the lowest of the compared OMol25 structures with the same formula, charge and spin   0.0 kcal/mol
Net charge   +1
Multiplicity   1
E_LUMO   -1.64 eV